Entry 1:
8
Properties=species:S:1:pos:R:3:forces:R:3 method="wB97M-V/def2-TZVPD" de_lowest_kj_mol=210.7 total_charge=0 homo_energy_ev=-9.3
C 0.3951 -1.7267 0.1050 0.148 -2.093 0.861
C -1.0607 0.7011 0.3246 -1.872 0.136 1.514
N 1.4864 -1.5722 -0.2468 -0.626 0.762 -0.232
N -0.0310 1.0558 -0.1206 0.587 1.389 -0.778
N 1.0787 1.5131 -0.3637 -0.609 0.581 2.832
Cl -0.8338 -2.6453 0.8072 0.502 1.038 -0.602
Cl -2.5034 1.6193 0.6043 0.703 -0.740 -0.644
H 1.4687 1.0549 -1.1100 1.168 -1.073 -2.952

Entry 2:
9
Properties=species:S:1:pos:R:3:forces:R:3 method="wB97M-V/def2-TZVPD" de_lowest_kj_mol=235.6 total_charge=0 homo_energy_ev=-10.3
N -3.1672 -0.2406 -0.1142 5.690 -1.712 1.747
C -2.0203 -0.5319 0.1371 -2.941 0.898 -2.438
C -0.5030 -0.5137 0.0479 -0.631 1.770 0.960
C 0.0555 0.7793 0.1368 3.494 -5.346 -1.798
N 1.4103 0.4588 -0.0998 -0.335 -1.812 1.742
N 1.6394 -0.9217 0.0337 0.937 3.111 -1.721
N 0.5638 -1.4784 -0.0311 -5.527 -1.654 1.249
H -0.3342 1.7003 -0.0529 -1.021 2.342 0.034
H 2.3557 0.7479 -0.0575 0.333 2.402 0.225